[1]
A structure of composition C44H48As2GeN5OSSc. Source: OMol25; level of theory: the ωB97M-V functional and the def2-TZVPD basis.

```
! RIJCOSX wB97M-V def2-TZVPD def2/J DEFGRID3
* xyz 0 1
Sc -0.95899 0.21110 1.08090
C -4.57611 2.17855 -0.35325
As -3.06482 2.01412 0.84626
C -3.03051 3.84416 1.45459
C -4.13110 1.18002 2.27478
C -4.76983 1.95898 3.23506
C -5.59987 1.37984 4.18283
C -5.81176 0.00669 4.18215
C -5.16608 -0.78020 3.24063
C -4.31813 -0.20375 2.29671
As -3.33730 -1.35955 1.06161
C -4.80350 -2.14319 0.12580
C -2.88495 -2.78614 2.29778
H -5.44565 2.52995 0.19780
H -4.79233 1.20456 -0.78849
H -4.34536 2.87136 -1.16551
H -4.04689 4.18527 1.62026
H -2.57628 4.45399 0.68003
H -2.43153 3.90909 2.35755
H -4.61780 3.02881 3.26178
H -6.08390 2.00506 4.92349
H -6.46368 -0.44951 4.91636
H -5.31411 -1.85323 3.25827
H -5.51001 -2.49362 0.87061
H -4.45255 -2.97198 -0.48314
H -5.26801 -1.39639 -0.50969
H -3.78095 -3.31235 2.61636
H -2.39113 -2.35186 3.16416
H -2.20255 -3.47780 1.82331
O -1.07107 1.18338 2.48894
S 0.30778 3.70740 0.66660
C 0.09322 5.12963 -0.44989
C 0.10313 4.75771 -1.91749
C -0.89473 3.93450 -2.43891
C -0.90295 3.58532 -3.78145
C 0.09459 4.05801 -4.62898
C 1.09506 4.87517 -4.12033
C 1.09801 5.22195 -2.77099
C 1.97876 4.04490 1.26705
C 3.05989 4.11754 0.19829
C 3.05748 3.30106 -0.93023
C 4.06168 3.40604 -1.88576
C 5.09120 4.33244 -1.73064
C 5.10089 5.15117 -0.60875
C 4.08977 5.04227 0.34292
H 0.88455 5.84509 -0.22749
H -0.85657 5.59311 -0.18216
H -1.66792 3.55022 -1.78082
H -1.68601 2.94337 -4.16834
H 0.08901 3.78962 -5.67852
H 1.88089 5.24128 -4.77157
H 1.89111 5.85048 -2.37420
H 2.20061 3.25012 1.98308
H 1.94769 4.98283 1.82048
H 2.24063 2.59943 -1.07752
H 4.02743 2.77466 -2.76669
H 5.86696 4.42451 -2.48331
H 5.88895 5.88200 -0.47574
H 4.10361 5.68901 1.21503
N 5.27225 0.41682 0.10820
N 3.94078 0.35404 0.53298
N 3.49051 1.04326 1.52496
C 2.24555 0.60093 1.63340
N 1.99057 -0.35308 0.68149
N 3.11137 -0.48640 -0.04815
H 5.50471 1.40339 0.10239
H 5.26967 0.05822 -0.83829
H 1.52840 0.87694 2.39105
C 0.77838 -1.06360 0.51617
Ge 0.97337 -2.81911 -0.21446
C 0.30300 -4.09361 1.13108
C 0.43997 -3.79772 2.48987
C -0.00346 -4.68351 3.46945
C -0.59700 -5.88794 3.10263
C -0.73463 -6.20501 1.75523
C -0.28212 -5.31654 0.78104
C -0.04006 -3.23268 -1.82365
C 0.42953 -4.18003 -2.73955
C -0.35865 -4.58874 -3.81587
C -1.62656 -4.05504 -3.99899
C -2.10434 -3.10384 -3.10573
C -1.31647 -2.70363 -2.03374
C 2.79520 -3.41522 -0.56191
C 3.47497 -4.18043 0.38704
C 4.80792 -4.54691 0.18856
C 5.47338 -4.15602 -0.96451
C 4.80685 -3.39671 -1.92611
C 3.48398 -3.02677 -1.71991
H 0.87004 -2.84671 2.78191
H 0.10442 -4.42982 4.51884
H -0.94307 -6.57914 3.86323
H -1.19797 -7.14132 1.46325
H -0.40547 -5.57689 -0.26699
H 1.41350 -4.61734 -2.60958
H 0.02149 -5.32691 -4.51113
H -2.23897 -4.37449 -4.83336
H -3.08744 -2.67029 -3.25373
H -1.69152 -1.94715 -1.36414
H 2.96538 -4.50291 1.28935
H 5.32244 -5.13809 0.93813
H 6.50681 -4.44342 -1.12016
H 5.32204 -3.09185 -2.83065
H 2.98326 -2.42086 -2.47120
*
```

The HOMO energy is -6.00 eV. The value obtained for the frontier orbital gap is 6.43 eV. As for the LUMO energy: 0.4301 eV. The molar mass is 962.4 u.

---

[2]
A cluster of 2 separate species, C4H8O2 in total. Source: OMol25; level of theory: the ωB97M-V functional and the def2-TZVPD basis.

```
! RIJCOSX wB97M-V def2-TZVPD def2/J DEFGRID3
* xyz 0 1
O -2.35719 -0.75595 0.27155
C -1.59389 -0.08710 0.92690
C -0.62298 0.91998 0.35082
C 0.78633 0.44070 0.59399
C 1.50452 -0.15970 -0.35583
O 2.75310 -0.66687 -0.22936
H -1.53794 -0.21437 2.03028
H -0.83006 1.02682 -0.71844
H -0.78700 1.89245 0.83426
H 1.19763 0.55321 1.59777
H 1.13072 -0.29514 -1.36811
H 3.04256 -0.56480 0.68790
H -1.16584 -1.05674 -2.63887
H -1.51994 -1.03248 -1.98285
*
```

The HOMO energy is -9.03 eV. The value obtained for the frontier orbital gap is 9.78 eV. As for the structure (SMILES): O=CC/C=C/O.[H][H]. As for the LUMO energy: 0.7491 eV. The molar mass is 88.1 u.

---

[3]
A cluster of 2 separate species, C6H18N3O2 in total. Source: OMol25; level of theory: the ωB97M-V functional and the def2-TZVPD basis.

```
! RIJCOSX wB97M-V def2-TZVPD def2/J DEFGRID3
* xyz 1 1
C -0.15864 -2.38075 -0.63998
C -2.03557 1.96692 -0.24624
C -0.88150 1.63626 0.72072
C 3.15962 1.58189 -0.47034
C 0.96278 -1.69492 0.09164
C 0.39456 -0.54430 1.03532
N -2.38979 0.83974 -1.07888
N -0.56911 -0.96501 2.02797
N -0.22751 0.44768 0.17316
O 2.00694 1.86858 -0.35118
O 1.89922 -1.15290 -0.88556
H -0.40935 -1.76590 -1.53277
H 0.30498 -3.22562 -1.04378
H -1.08681 -2.67688 -0.14542
H -2.87672 2.23759 0.44189
H -1.93188 2.90258 -0.79006
H -1.32808 1.34484 1.65057
H -0.03932 2.28660 0.68900
H 3.61094 1.13659 -1.38917
H 3.92532 1.68377 0.32191
H 1.56900 -2.42473 0.69468
H -3.44084 0.70675 -1.16428
H -2.01214 0.71281 -1.97594
H -1.33361 -1.55647 1.51380
H -0.17260 -1.52916 2.65877
H -1.06999 -0.12012 -0.23367
H 0.65907 0.61664 -0.50063
H 1.20568 -0.00078 1.72142
H 2.26535 -1.93171 -1.29292
*
```

The HOMO energy is -13.61 eV. The value obtained for the frontier orbital gap is 10.96 eV. As for the LUMO energy: -2.6470 eV. The molar mass is 164.2 u.

---

Computed values of energy relative to the best compared isomer or geometry (same formula, charge and spin) (unit: eV) for the preceding records, in sequence: 0.000 2.611 0.106.